{
  "formula": "C35H51As2N2O13PSSiTe2Ti",
  "method": "ωB97M-V with the def2-TZVPD basis set",
  "elements": ["Ti", "C", "Si", "C", "C", "C", "C", "C", "C", "N", "C", "S", "H", "H", "H", "H", "H", "H", "H", "H", "H", "H", "H", "H", "C", "O", "C", "O", "C", "C", "As", "C", "C", "C", "As", "C", "C", "O", "O", "C", "C", "O", "O", "C", "C", "O", "O", "C", "H", "H", "H", "H", "H", "H", "H", "H", "H", "H", "H", "H", "H", "H", "H", "H", "H", "H", "C", "C", "C", "C", "C", "C", "Te", "C", "C", "C", "H", "H", "H", "H", "H", "H", "H", "H", "H", "H", "H", "C", "C", "O", "P", "O", "Te", "O", "C", "C", "H", "H", "H", "H", "H", "H", "H", "H", "H", "H", "O", "N", "O"],
  "xyz": [[-0.239, -0.671, -0.375], [3.142, -2.249, 5.896], [1.597, -2.255, 4.802], [1.202, -4.079, 4.577], [0.285, -1.273, 5.708], [2.042, -1.420, 3.184], [3.286, -0.891, 2.919], [3.529, -0.170, 1.744], [2.476, 0.044, 0.894], [1.249, -0.454, 1.111], [1.017, -1.219, 2.208], [-0.537, -1.911, 2.350], [2.923, -2.785, 6.826], [3.447, -1.231, 6.164], [3.995, -2.745, 5.421], [0.950, -4.557, 5.530], [2.067, -4.598, 4.153], [0.363, -4.197, 3.891], [0.392, -1.359, 6.794], [-0.713, -1.608, 5.421], [0.359, -0.216, 5.434], [4.093, -1.035, 3.633], [4.503, 0.240, 1.515], [2.583, 0.654, 0.007], [-5.417, 0.916, 1.108], [-4.031, 0.992, 1.417], [-3.309, 1.759, 0.583], [-3.815, 2.391, -0.305], [-1.798, 1.590, 0.823], [-1.044, 2.557, -0.056], [-1.526, 4.449, 0.354], [-3.193, 4.476, 1.427], [-0.466, 4.605, 1.994], [-0.541, 3.575, 2.952], [-0.836, 1.653, 2.639], [-2.359, 1.319, 3.842], [-0.159, 3.659, 4.334], [0.102, 2.672, 5.035], [-0.197, 4.892, 4.905], [0.210, 4.938, 6.258], [0.219, 5.852, 2.185], [1.093, 6.176, 2.974], [-0.195, 6.809, 1.242], [0.455, 8.055, 1.361], [-0.034, 2.162, -0.869], [0.433, 0.918, -0.989], [0.718, 2.916, -1.719], [0.315, 4.201, -2.145], [-5.834, 0.178, 1.788], [-5.561, 0.610, 0.072], [-5.898, 1.884, 1.254], [-4.089, 4.474, 0.811], [-3.112, 5.427, 1.954], [-3.243, 3.678, 2.169], [-3.189, 2.002, 3.672], [-1.988, 1.427, 4.859], [-2.682, 0.293, 3.676], [0.197, 5.990, 6.538], [1.214, 4.529, 6.383], [-0.468, 4.367, 6.897], [0.026, 8.696, 0.590], [1.533, 7.963, 1.210], [0.294, 8.496, 2.347], [0.956, 4.438, -2.994], [0.448, 4.953, -1.369], [-0.730, 4.204, -2.456], [-2.345, -0.259, -9.849], [-1.870, -0.039, -8.434], [-2.755, 0.259, -7.409], [-2.328, 0.419, -6.092], [-3.359, 0.720, -5.031], [-0.962, 0.289, -5.773], [-0.334, 0.550, -3.739], [-0.061, -0.005, -6.810], [1.415, -0.194, -6.559], [-0.525, -0.166, -8.114], [-3.341, 0.159, -10.000], [-2.388, -1.327, -10.077], [-1.665, 0.205, -10.566], [-3.812, 0.368, -7.638], [-4.364, 0.725, -5.459], [-3.168, 1.685, -4.561], [-3.321, -0.023, -4.233], [1.609, -1.228, -6.259], [1.759, 0.461, -5.760], [1.990, 0.009, -7.466], [0.186, -0.401, -8.903], [0.527, -5.768, -1.308], [1.579, -5.262, -2.280], [2.046, -3.946, -1.968], [1.037, -2.687, -1.872], [0.591, -2.543, -0.431], [-0.509, -2.786, -3.673], [2.100, -1.500, -1.995], [2.925, -1.320, -3.154], [3.608, 0.022, -3.031], [0.164, -6.744, -1.634], [-0.319, -5.080, -1.270], [0.937, -5.843, -0.299], [1.182, -5.265, -3.297], [2.465, -5.896, -2.251], [2.303, -1.355, -4.050], [3.645, -2.140, -3.195], [2.856, 0.811, -2.990], [4.263, 0.187, -3.889], [4.202, 0.059, -2.115], [-1.762, -1.534, -0.939], [-1.986, -0.199, -0.885], [-1.679, 0.152, 0.564]],
  "atomic_forces_ev_per_a": [[1.071, -1.633, 0.195], [0.061, 0.143, 0.033], [0.256, -0.186, -0.131], [-0.163, 0.010, 0.022], [-0.192, -0.033, 0.016], [-0.157, 0.162, -0.092], [0.005, -0.114, 0.050], [0.081, 0.050, 0.125], [-0.194, 0.148, -0.048], [0.765, -0.208, 0.912], [0.190, -0.058, 0.155], [0.053, 0.045, 0.130], [0.014, 0.028, -0.037], [0.004, -0.054, -0.010], [-0.070, 0.019, 0.005], [0.037, 0.039, -0.023], [-0.020, 0.043, 0.030], [0.033, -0.021, 0.018], [0.020, -0.006, -0.036], [0.030, 0.013, 0.021], [0.034, -0.026, 0.039], [-0.008, 0.031, -0.026], [-0.006, 0.018, 0.020], [-0.036, -0.076, -0.106], [-0.032, 0.013, -0.071], [0.109, 0.054, 0.114], [-0.191, -0.317, -0.010], [0.135, 0.048, 0.086], [0.148, -0.264, -0.279], [-0.387, 0.148, 0.477], [0.051, -0.466, -0.808], [0.049, -0.091, 0.083], [-0.591, -2.411, 1.698], [-0.044, 1.543, -2.485], [-0.841, -0.315, -0.502], [0.127, 0.104, 0.206], [0.723, -0.147, 2.573], [-0.114, 1.017, -0.912], [-0.289, -0.505, -0.530], [0.054, -0.007, 0.266], [1.115, 2.167, 0.234], [-0.517, -0.625, -0.603], [0.006, -0.852, 0.615], [0.108, 0.244, -0.002], [0.776, -0.329, -1.066], [-0.025, 2.193, 0.265], [-0.049, 0.246, 0.696], [-0.015, -0.180, -0.130], [0.011, -0.001, 0.008], [0.015, -0.031, 0.012], [-0.011, 0.020, 0.011], [0.152, -0.020, -0.067], [0.002, 0.048, 0.064], [-0.023, 0.046, 0.018], [0.002, -0.024, -0.023], [-0.022, -0.046, 0.026], [0.049, 0.029, -0.077], [-0.010, -0.038, -0.036], [-0.017, 0.018, -0.054], [0.000, 0.017, -0.039], [0.010, -0.071, 0.038], [-0.047, -0.040, -0.009], [-0.015, -0.012, -0.015], [-0.071, -0.060, 0.003], [0.099, 0.088, 0.118], [-0.037, -0.076, -0.075], [0.045, -0.013, 0.128], [0.035, 0.030, -0.057], [0.050, 0.007, 0.008], [-0.120, -0.058, 0.002], [0.052, -0.091, -0.152], [-0.059, -0.073, 0.484], [0.076, 1.331, -0.981], [0.100, -0.098, -0.140], [-0.139, -0.008, -0.091], [-0.049, 0.072, 0.092], [-0.014, -0.002, -0.017], [-0.040, -0.019, -0.075], [-0.011, 0.004, -0.052], [-0.033, -0.007, 0.009], [-0.022, 0.009, -0.060], [0.049, 0.007, 0.065], [0.042, 0.037, 0.036], [0.019, 0.038, 0.098], [0.006, -0.007, 0.060], [-0.007, -0.024, -0.054], [0.030, 0.005, -0.005], [0.114, 0.188, 0.118], [-0.123, -0.068, 0.011], [-0.023, -0.179, 0.194], [0.528, -1.332, -1.153], [-0.029, 0.134, -0.691], [0.264, -1.190, 0.075], [0.207, 0.188, 0.024], [-0.067, 0.159, -0.128], [-0.049, -0.025, 0.157], [0.024, -0.033, 0.016], [-0.017, -0.070, -0.075], [0.003, -0.053, 0.013], [-0.045, 0.092, -0.025], [0.102, 0.006, 0.015], [-0.118, 0.008, 0.032], [0.009, -0.064, 0.068], [-0.032, 0.003, -0.077], [-0.013, 0.020, 0.010], [0.070, 0.001, -0.022], [-1.429, 0.379, 0.510], [-0.543, -0.185, -1.523], [-1.050, 1.434, 2.067]],
  "e_lumo_ha": [0.1231, 0.0876],
  "homo_ev": [-0.27, 0.61],
  "charge": -2,
  "total_energy_ev": -254102.31258
}

{
  "formula": "C14H28F6IO6Zn",
  "method": "ωB97M-V with the def2-TZVPD basis set",
  "elements": ["Zn", "I", "C", "O", "O", "C", "F", "F", "F", "C", "C", "H", "H", "H", "H", "H", "H", "C", "O", "O", "C", "F", "F", "F", "C", "C", "H", "H", "H", "H", "H", "H", "C", "C", "C", "O", "H", "H", "H", "H", "H", "H", "H", "H", "C", "C", "C", "O", "H", "H", "H", "H", "H", "H", "H", "H"],
  "xyz": [[6.538, -0.051, 0.326], [7.902, 0.662, -1.700], [7.698, 0.334, 3.372], [6.533, 1.196, 3.525], [7.680, -0.221, 2.045], [9.004, 1.117, 3.824], [9.225, 1.299, 5.155], [10.123, 0.474, 3.511], [9.044, 2.317, 3.236], [6.126, 1.476, 4.843], [4.669, 2.041, 4.767], [4.689, 3.012, 4.272], [4.011, 1.293, 4.325], [4.379, 2.262, 5.795], [6.815, 2.134, 5.372], [6.013, 0.564, 5.429], [7.501, -0.473, 4.079], [4.637, -1.826, 0.138], [4.728, -0.659, -0.685], [6.031, -2.158, 0.248], [3.861, -1.694, 1.463], [2.556, -1.472, 1.299], [3.966, -2.874, 2.111], [4.376, -0.785, 2.291], [3.603, -0.374, -1.623], [3.796, 1.052, -2.201], [3.214, 1.239, -3.104], [3.634, 1.789, -1.415], [4.833, 1.066, -2.536], [2.602, -0.418, -1.194], [3.483, -1.073, -2.451], [4.181, -2.609, -0.469], [10.764, -1.247, 0.465], [10.170, -2.572, 0.886], [10.767, -2.933, 2.227], [8.778, -2.491, 0.928], [10.575, -0.935, -0.562], [11.842, -1.246, 0.627], [10.329, -0.505, 1.135], [10.397, -3.319, 0.126], [11.826, -3.160, 2.105], [10.289, -3.839, 2.598], [10.621, -2.265, 3.076], [8.623, -1.700, 1.449], [4.372, 3.607, 1.089], [5.636, 2.941, 0.469], [6.925, 3.533, 0.989], [5.539, 1.638, 0.955], [3.474, 3.116, 0.714], [4.362, 4.662, 0.815], [4.274, 3.545, 2.173], [5.592, 2.940, -0.620], [6.964, 4.619, 0.902], [7.803, 3.167, 0.456], [7.080, 3.368, 2.056], [5.517, 1.764, 1.907]],
  "atomic_forces_ev_per_a": [[1.161, -1.445, 0.561], [0.212, 0.325, -0.351], [-1.476, -1.335, -2.442], [0.838, 0.259, -0.165], [0.831, 2.104, 3.197], [0.294, -0.417, -0.680], [-1.526, 0.387, 0.386], [0.341, -0.741, -1.233], [-0.046, 0.304, 0.119], [-1.645, -0.072, -0.105], [1.712, 0.200, 0.652], [-0.282, -0.195, -0.386], [-0.016, 0.299, -0.134], [-0.300, -0.179, 0.073], [-0.007, 0.228, -0.057], [0.445, -0.384, 0.047], [0.507, -0.266, 0.377], [4.108, -1.623, -1.640], [-3.508, 0.892, -1.098], [-3.215, 1.871, 1.318], [1.485, -1.019, -0.227], [-0.568, 0.510, -0.055], [-0.239, -0.047, -0.059], [-0.213, 0.677, 0.051], [-0.039, 1.160, 0.106], [0.887, -1.256, 0.350], [-0.416, -0.059, 0.282], [-0.029, 0.118, -0.241], [0.181, 0.412, 0.146], [0.198, -0.053, 0.974], [1.025, -0.490, 0.035], [-0.724, -0.212, 0.157], [0.305, 0.523, -0.042], [0.190, 0.569, -0.379], [0.010, -1.520, 0.515], [0.251, -0.539, -0.074], [-0.249, -0.208, 0.032], [0.173, 0.029, -0.012], [0.078, 0.299, -0.090], [0.229, -0.361, 0.172], [0.174, 0.116, 0.177], [-0.006, -0.371, -0.173], [0.031, 0.751, -0.483], [-1.050, 0.582, 0.370], [0.227, 0.636, -1.082], [-0.838, 1.319, 1.278], [0.651, 0.991, -0.128], [-0.288, -1.392, -0.346], [0.002, 0.055, -0.266], [-0.256, 0.124, 0.017], [0.618, -0.112, 0.081], [0.007, -0.119, 0.071], [-0.249, 0.208, -0.324], [-0.116, -0.313, 0.014], [-0.231, -0.418, 0.008], [0.361, -0.804, 0.703]],
  "e_lumo_ha": 0.0965,
  "homo_ev": -5.19,
  "charge": -1,
  "total_energy_ev": -100083.90189
}

{
  "formula": "C2H7NO3",
  "method": "ωB97M-V with the def2-TZVPD basis set",
  "elements": ["N", "C", "C", "O", "O", "H", "H", "H", "H", "H", "O", "H", "H"],
  "xyz": [[-1.765, -0.532, -0.594], [-1.264, 0.942, -0.682], [0.177, 0.894, -0.203], [0.750, -0.165, -0.022], [0.511, 2.112, 0.113], [-0.942, -1.264, -0.408], [-2.127, -0.575, 0.282], [-1.804, 1.550, 0.099], [-1.433, 1.155, -1.730], [1.272, 2.379, 0.584], [1.357, -2.642, 1.084], [1.734, -3.204, 0.518], [1.233, -1.765, 0.722]],
  "atomic_forces_ev_per_a": [[2.991, -0.353, -1.939], [-0.490, -3.547, 1.037], [-0.826, -1.849, -0.020], [0.691, 2.029, -0.032], [-0.890, 1.548, -0.652], [-1.783, 2.490, -1.175], [-2.103, -0.234, 3.231], [0.265, -0.384, -1.411], [0.254, 0.974, 0.123], [1.836, -0.511, 0.778], [-2.456, 2.818, 4.241], [2.282, -3.022, -3.698], [0.230, 0.039, -0.484]],
  "e_lumo_ha": 0.0131,
  "homo_ev": -9.80,
  "smiles": "NCC(=O)O.O",
  "total_energy_ev": -9819.06253
}

{
  "formula": "C11H15NS",
  "method": "ωB97M-V with the def2-TZVPD basis set",
  "elements": ["C", "C", "C", "C", "C", "C", "C", "C", "C", "N", "H", "H", "H", "H", "H", "H", "H", "H", "H", "C", "C", "S", "H", "H", "H", "H", "H", "H"],
  "xyz": [[1.305, -1.835, 0.922], [-0.048, -1.687, -1.201], [0.049, -1.542, 0.176], [-1.994, -0.772, -0.483], [-1.161, -0.985, 0.640], [-3.319, -0.368, -0.368], [-1.666, -0.658, 1.942], [-3.822, -0.068, 0.934], [-2.973, -0.155, 2.029], [-1.298, -1.197, -1.599], [0.787, -1.856, -1.861], [-1.830, -1.446, -2.412], [1.202, -2.784, 1.461], [1.619, -1.020, 1.579], [-3.940, -0.299, -1.256], [-1.123, -0.836, 2.861], [-4.822, 0.332, 1.058], [-3.287, 0.291, 2.968], [2.133, -2.037, 0.235], [1.413, 2.473, -1.153], [4.006, 1.752, -0.588], [3.066, 2.738, -1.802], [1.385, 2.406, -0.068], [0.762, 3.287, -1.451], [0.991, 1.522, -1.492], [4.931, 1.415, -1.063], [3.394, 0.918, -0.265], [4.241, 2.409, 0.255]],
  "atomic_forces_ev_per_a": [[0.055, -0.541, -0.142], [0.249, -0.419, 0.140], [0.046, 0.478, -0.654], [0.096, -0.682, 0.289], [0.229, 0.003, 0.548], [-0.352, -0.082, -0.429], [-0.246, 0.194, 0.021], [0.426, 0.326, 0.149], [-0.067, 0.194, -0.210], [-0.423, 0.686, 0.153], [-0.161, -0.002, -0.362], [0.361, -0.143, -0.200], [0.032, 0.260, 0.498], [-0.125, -0.141, 0.228], [-0.064, 0.067, 0.046], [0.318, 0.057, -0.070], [0.008, 0.022, -0.039], [-0.241, -0.377, 0.175], [-0.059, 0.211, -0.163], [-0.508, -0.622, 0.200], [-0.020, 0.713, -0.194], [0.215, -0.111, 0.083], [0.259, 0.276, 0.139], [-0.013, 0.105, -0.153], [0.055, 0.135, -0.183], [-0.179, -0.052, 0.128], [0.080, -0.220, 0.004], [0.027, -0.332, -0.003]],
  "spin_multiplicity": 2,
  "e_lumo_ha": [0.1042, 0.1036],
  "homo_ev": [0.55, -2.93],
  "s2": 0.77,
  "charge": -1,
  "total_energy_ev": -23974.62218
}

What did the fourth record say?
{
  "formula": "C11H15NS",
  "method": "ωB97M-V with the def2-TZVPD basis set",
  "elements": ["C", "C", "C", "C", "C", "C", "C", "C", "C", "N", "H", "H", "H", "H", "H", "H", "H", "H", "H", "C", "C", "S", "H", "H", "H", "H", "H", "H"],
  "xyz": [[1.305, -1.835, 0.922], [-0.048, -1.687, -1.201], [0.049, -1.542, 0.176], [-1.994, -0.772, -0.483], [-1.161, -0.985, 0.640], [-3.319, -0.368, -0.368], [-1.666, -0.658, 1.942], [-3.822, -0.068, 0.934], [-2.973, -0.155, 2.029], [-1.298, -1.197, -1.599], [0.787, -1.856, -1.861], [-1.830, -1.446, -2.412], [1.202, -2.784, 1.461], [1.619, -1.020, 1.579], [-3.940, -0.299, -1.256], [-1.123, -0.836, 2.861], [-4.822, 0.332, 1.058], [-3.287, 0.291, 2.968], [2.133, -2.037, 0.235], [1.413, 2.473, -1.153], [4.006, 1.752, -0.588], [3.066, 2.738, -1.802], [1.385, 2.406, -0.068], [0.762, 3.287, -1.451], [0.991, 1.522, -1.492], [4.931, 1.415, -1.063], [3.394, 0.918, -0.265], [4.241, 2.409, 0.255]],
  "atomic_forces_ev_per_a": [[0.055, -0.541, -0.142], [0.249, -0.419, 0.140], [0.046, 0.478, -0.654], [0.096, -0.682, 0.289], [0.229, 0.003, 0.548], [-0.352, -0.082, -0.429], [-0.246, 0.194, 0.021], [0.426, 0.326, 0.149], [-0.067, 0.194, -0.210], [-0.423, 0.686, 0.153], [-0.161, -0.002, -0.362], [0.361, -0.143, -0.200], [0.032, 0.260, 0.498], [-0.125, -0.141, 0.228], [-0.064, 0.067, 0.046], [0.318, 0.057, -0.070], [0.008, 0.022, -0.039], [-0.241, -0.377, 0.175], [-0.059, 0.211, -0.163], [-0.508, -0.622, 0.200], [-0.020, 0.713, -0.194], [0.215, -0.111, 0.083], [0.259, 0.276, 0.139], [-0.013, 0.105, -0.153], [0.055, 0.135, -0.183], [-0.179, -0.052, 0.128], [0.080, -0.220, 0.004], [0.027, -0.332, -0.003]],
  "spin_multiplicity": 2,
  "e_lumo_ha": [0.1042, 0.1036],
  "homo_ev": [0.55, -2.93],
  "s2": 0.77,
  "charge": -1,
  "total_energy_ev": -23974.62218
}